45
Properties=species:S:1:pos:R:3:forces:R:3 method="wB97M-V/def2-TZVPD" charge=0 lumo_energy_ev=-0.525 smiles="O=C(O)C(=O)[C@@H]1Cc2ccccc2CN1S(=O)(=O)c1ccc(-n2nccn2)cc1" homo_ev=-9.21 relative_energy_kj_mol=167.0 orbital_gap_ev=8.687
S 0.59472 -0.59025 -1.75974 1.978 -4.744 1.243
O 1.64116 -1.65879 -1.57058 -1.405 2.997 0.753
O -0.34667 -4.32099 -4.46521 -1.370 0.787 2.481
O -2.12995 -2.65606 -3.15474 0.203 -0.171 1.514
O 0.20673 -0.57733 -3.12758 -1.281 1.259 -0.417
O 0.29115 -4.83425 -2.33017 -1.086 0.313 -0.610
N -0.73708 -1.14429 -0.70718 0.427 -0.133 -1.796
N 2.40014 4.88747 0.14880 -1.105 0.559 -0.824
N 1.96600 6.18066 -0.40710 1.212 -4.262 0.123
N 3.04761 4.95300 1.32785 0.007 2.159 -1.220
C -2.48447 -2.89516 -0.26066 1.801 -1.865 3.374
C 0.90514 3.49230 -1.31475 1.831 0.585 1.964
C -0.44770 -4.17839 -3.03919 3.950 -2.710 -1.028
C -2.84887 -3.39324 2.26474 -0.354 0.109 0.134
C -2.83240 -3.07333 3.61211 1.669 0.898 0.039
C -1.47347 -1.08875 3.03170 0.037 -1.278 -0.540
C -1.47656 -1.40951 1.64252 -1.003 -0.817 1.870
C 2.76942 2.47453 -0.11871 0.882 0.882 0.535
C 0.43929 2.25225 -1.63957 0.984 -1.938 0.436
C 2.33812 1.21930 -0.47770 -2.230 -1.071 -1.364
C 2.08186 3.62297 -0.44845 -2.570 0.173 -1.097
C -1.30756 -3.14796 -2.40480 -1.058 2.692 -1.534
C -2.26093 -2.54376 1.31733 -0.539 -0.261 -2.792
C -1.13345 -2.66444 -0.88864 1.143 0.630 -0.860
C -2.09933 -1.93898 3.99295 0.311 1.261 -1.014
C 3.20201 6.26567 1.53878 -0.001 -0.218 -1.196
C 2.57142 6.97025 0.37822 0.693 2.244 3.654
C 1.13673 1.06696 -1.20713 0.043 1.155 0.064
C -0.59352 -0.63978 0.68165 -0.989 -0.813 -0.747
H -1.97142 -1.65714 5.03244 -0.192 -0.149 -0.015
H -3.18553 -3.73205 4.38553 -0.354 -0.171 -0.027
H 0.40527 -0.53202 1.08158 0.710 -0.883 0.020
H 3.67602 2.61894 0.44411 0.146 -0.269 0.239
H 0.11362 -5.15543 -4.68583 -0.066 0.528 0.754
H 2.81557 0.28645 -0.26462 0.741 -0.135 0.416
H -0.85683 0.37862 0.55346 -0.889 1.186 0.470
H 3.80282 6.67410 2.39661 -0.990 -0.570 -1.110
H -3.17375 -2.29178 -0.74818 -1.569 1.152 -0.583
H -2.79040 -4.00794 -0.36293 0.543 1.795 0.167
H 2.41670 8.07938 0.33178 0.321 -1.295 -0.215
H -3.32837 -4.34489 1.99659 0.141 0.640 -0.358
H -0.44820 2.12555 -2.21184 -0.576 0.058 -0.440
H -0.39225 -3.22211 -0.32266 0.233 -0.381 -0.559
H 0.36241 4.38219 -1.56157 -0.159 0.256 -0.232
H -0.86515 -0.23199 3.32076 -0.223 -0.184 0.327

46
Properties=species:S:1:pos:R:3:forces:R:3 method="wB97M-V/def2-TZVPD" charge=0 lumo_energy_ev=0.250 smiles="O=C(c1ccc(Br)c(C(F)(F)F)c1)N1CCC2(CC1)CCN2C(=O)c1cnoc1" homo_ev=-9.45 relative_energy_kj_mol=4.3 orbital_gap_ev=9.702
Br 6.08654 -3.94388 1.06041 -0.001 -0.001 -0.002
F 4.59300 -3.49759 3.82056 0.009 -0.024 0.018
F 3.26944 -1.79938 3.93241 -0.018 0.010 0.011
F 5.19924 -1.59133 2.99422 0.024 0.022 -0.001
O -0.52739 -3.41499 -0.40260 -0.008 -0.008 0.006
O -1.71432 2.00328 1.32896 -0.012 -0.029 -0.006
O -3.11293 5.93785 0.99655 0.007 -0.006 -0.001
N -1.88829 1.97644 -0.93020 -0.125 -0.088 0.031
N -3.97980 5.69527 -0.05558 0.001 0.022 -0.007
N -0.34894 -1.34019 0.50988 0.026 -0.024 -0.032
C -1.77671 -1.11766 0.29078 0.025 0.007 -0.025
C 2.34177 -3.49580 -0.59460 -0.008 0.003 0.005
C 1.61493 -2.80667 0.36503 0.001 -0.008 -0.008
C -2.35749 4.86125 1.19352 -0.021 -0.006 0.005
C 0.15820 -2.54229 0.10464 0.002 0.026 0.018
C -1.32459 1.25338 -2.81773 -0.042 -0.004 -0.020
C -2.65764 3.89590 0.29192 -0.159 -0.050 0.101
C 3.66984 -3.81483 -0.37026 0.003 0.001 0.003
C -2.00734 2.52645 -2.28194 0.043 0.013 0.001
C 4.15738 -2.42556 3.14263 -0.017 -0.011 -0.037
C 0.24595 0.57868 -0.89781 -0.023 -0.003 0.010
C 3.54621 -2.80322 1.81472 0.001 0.003 0.003
C 4.27238 -3.46873 0.82897 -0.008 0.003 0.005
C -2.06013 2.53582 0.28301 0.246 0.101 -0.054
C -3.70432 4.49414 -0.46652 0.051 0.009 -0.060
C -2.00063 -0.55103 -1.10725 -0.024 0.016 0.003
C -1.20461 0.72517 -1.36352 0.040 0.013 0.010
C 0.42113 -0.09683 0.46444 -0.031 -0.004 0.004
C 2.22019 -2.47454 1.56884 0.005 -0.005 0.002
H -0.37032 1.42077 -3.31242 0.004 0.006 0.011
H -3.03360 2.67120 -2.61896 -0.002 -0.016 0.001
H 1.65002 -1.96560 2.33351 0.001 0.000 -0.001
H 4.24373 -4.34161 -1.11929 0.001 0.000 0.000
H -2.29427 -2.06590 0.40417 -0.002 0.000 0.003
H -1.95972 0.63813 -3.45171 0.012 0.000 -0.009
H 0.75378 -0.03374 -1.65170 -0.001 0.000 -0.002
H -1.65113 4.90035 2.00518 0.006 -0.003 0.000
H -4.27930 4.08362 -1.28104 0.003 0.008 0.001
H -3.06166 -0.35636 -1.28137 0.002 -0.003 -0.005
H 1.47462 -0.30129 0.63131 0.001 -0.002 -0.008
H -2.12064 -0.41821 1.05178 -0.005 0.010 0.008
H 0.06003 0.55036 1.25969 0.003 0.020 0.012
H -1.67919 -1.30122 -1.83603 0.001 -0.005 0.003
H -1.44943 3.45343 -2.42367 -0.013 0.004 -0.003
H 0.73183 1.55789 -0.89865 0.000 0.000 0.005
H 1.85418 -3.79094 -1.51430 0.001 0.000 0.000

44
Properties=species:S:1:pos:R:3:forces:R:3 method="wB97M-V/def2-TZVPD" charge=0 lumo_energy_ev=0.224 smiles="N=[PH2]c1ccc2c(c1)Sc1c(ccc(Br)c1CON=O)N2.c1ccccc1" homo_ev=-8.43 relative_energy_kj_mol=0.0 orbital_gap_ev=8.649
Br 4.07203 3.99113 3.11983 0.050 -0.013 0.011
S 1.53155 1.21771 -1.09107 0.070 -0.070 -0.099
P -3.51795 1.64458 -3.24639 0.385 1.099 -0.430
O 3.26734 4.77032 0.19194 -0.119 -0.023 0.350
O 1.63771 6.04456 0.67284 0.011 0.205 -0.226
N 1.87368 5.02325 0.17193 0.095 -0.218 0.147
N 0.21201 -0.21508 1.06512 -0.145 0.225 0.165
N -3.08945 2.91837 -4.04984 0.168 -0.436 0.188
C -0.69491 0.19577 0.07690 -0.156 -0.050 -0.187
C -0.20587 0.90032 -1.02114 0.135 0.091 0.166
C 0.11300 -3.56475 0.18884 0.003 0.003 -0.010
C 2.13620 1.96372 3.34773 -0.013 -0.077 0.149
C 0.82157 -4.64474 0.69830 -0.024 -0.015 0.006
C -1.61213 -5.05721 -0.57401 -0.004 0.003 0.004
C -1.06043 1.33065 -2.02093 -0.098 -0.004 -0.057
C -2.42196 1.05081 -1.94506 0.064 -0.299 0.143
C -2.05775 -0.07642 0.16106 0.138 -0.139 0.040
C 2.85386 2.71478 2.43440 0.059 -0.001 -0.085
C -0.90046 -6.13666 -0.06932 -0.002 -0.004 0.002
C 3.48462 3.35728 0.06177 -0.023 0.014 -0.264
C 1.80592 1.55176 0.63046 0.000 0.094 -0.046
C 1.25714 0.98955 2.90833 0.014 0.112 -0.151
C 0.31581 -5.93066 0.56743 -0.001 0.003 0.009
C -2.90639 0.34010 -0.84837 -0.142 0.049 -0.070
C 1.09556 0.77788 1.54609 0.094 -0.095 0.080
C 2.70407 2.53865 1.05891 -0.179 -0.095 0.026
C -1.10441 -3.77136 -0.44683 -0.013 0.002 0.011
H 3.23797 3.06489 -0.95807 0.033 -0.087 0.031
H 1.76894 -4.48355 1.19680 0.011 0.000 -0.015
H -0.66656 1.87577 -2.87110 0.031 0.039 0.064
H -1.65603 -2.92821 -0.84486 0.011 0.002 -0.014
H -2.20700 3.31556 -3.75474 -0.093 0.193 -0.067
H 0.86983 -6.77308 0.96110 0.000 -0.003 0.000
H 0.68599 0.40230 3.61790 0.028 0.023 0.007
H -2.56152 -5.21851 -1.06843 0.002 -0.003 -0.009
H 4.55425 3.21489 0.21963 -0.036 0.125 -0.011
H -3.96820 0.13208 -0.76997 0.034 -0.015 0.022
H -0.23776 -0.72637 1.81207 0.021 0.006 0.007
H -3.74451 0.55114 -4.10269 -0.293 -0.187 0.252
H -4.73325 1.83116 -2.55886 -0.122 -0.469 -0.013
H -1.29351 -7.13981 -0.17293 -0.003 -0.002 0.003
H 2.26551 2.14631 4.40677 0.017 -0.040 -0.057
H 0.51221 -2.56328 0.28139 0.029 -0.003 -0.030
H -2.43672 -0.62560 1.01706 -0.036 0.059 -0.046

45
Properties=species:S:1:pos:R:3:forces:R:3 method="wB97M-V/def2-TZVPD" charge=0 lumo_energy_ev=0.220 smiles=ClC(Cl)(Cl)Cl.Oc1ccc(O)cc1.Oc1ccc(O)cc1.Fc1ccccc1 homo_ev=-8.10 relative_energy_kj_mol=8.3 orbital_gap_ev=8.318
Cl -5.69117 -1.30707 -30.80423 0.384 0.490 -0.659
Cl -4.01322 0.76371 -32.17718 -0.100 -0.336 0.324
Cl -5.67843 -0.98689 -33.71496 0.143 -0.519 0.151
Cl -6.89804 0.99804 -32.06253 0.391 -0.173 0.099
F -2.77465 2.26826 -39.63143 0.947 -0.001 -0.692
O -8.15356 2.39043 -35.57006 0.314 -1.765 -0.387
O -7.06542 -4.39128 -23.00943 -0.038 0.303 1.481
O -11.82787 -0.52955 -32.57596 0.023 0.663 -0.327
O -5.82564 -2.92954 -28.11144 -0.883 -0.747 0.060
C -2.97779 0.81895 -37.77038 -0.295 -0.037 0.181
C -5.34852 2.11799 -37.15974 -0.431 0.440 -1.052
C -6.86173 -3.94171 -24.26269 0.614 -0.025 -1.414
C -10.97307 1.63622 -33.36536 0.042 -0.416 0.452
C -6.17136 -3.27017 -26.78751 -0.406 0.587 -3.171
C -10.06285 2.38959 -34.13969 -0.902 -1.585 0.747
C -7.57923 -4.49486 -25.33551 0.408 0.727 0.500
C -5.52145 -0.15482 -32.17410 -0.852 0.352 0.257
C -9.95178 -0.44943 -34.00271 -0.678 0.361 -0.004
C -5.56788 -2.59665 -25.77063 0.216 0.176 -0.336
C -7.26120 -4.12855 -26.62773 0.659 0.202 0.399
C -3.42654 1.86954 -38.54779 -1.628 -0.238 0.179
C -9.01356 0.23947 -34.73637 0.366 1.887 0.211
C -9.11046 1.67854 -34.83986 1.005 0.260 0.051
C -10.94166 0.24197 -33.31111 0.471 0.388 -0.560
C -3.71826 0.44046 -36.64138 -0.019 0.131 -1.562
C -4.94911 1.07695 -36.36753 2.276 -0.294 1.064
C -4.65776 2.46478 -38.33913 0.188 0.019 1.396
C -5.88791 -2.93631 -24.50172 -1.244 -0.835 1.838
H -7.21982 -5.33787 -22.96798 -0.111 0.043 -0.306
H -3.30352 -0.42373 -36.14382 -0.388 0.059 0.644
H -8.05653 3.33970 -35.46482 -0.798 -0.067 0.660
H -5.45844 -2.37660 -23.68399 0.065 -0.294 0.280
H -2.11524 0.26753 -38.11438 0.240 0.044 0.267
H -6.24655 2.62720 -36.84250 -0.053 0.124 -0.378
H -8.42921 -5.14021 -25.16978 0.044 -0.172 0.235
H -5.35781 0.93061 -35.37862 -0.585 -0.157 -0.321
H -10.03964 -1.52488 -33.95676 0.580 -0.142 0.022
H -10.10067 3.46805 -34.09619 0.091 0.041 -0.221
H -7.88769 -4.50089 -27.42477 0.426 0.101 -0.363
H -4.89612 -1.78305 -26.00124 0.202 -0.042 0.080
H -11.67054 2.10142 -32.68453 -0.186 0.409 -0.157
H -12.69030 -0.15232 -32.76439 -0.329 -0.136 0.321
H -4.96863 3.25283 -39.00901 -0.154 0.034 0.058
H -5.02524 -2.41268 -28.22892 0.094 -0.004 0.715
H -8.10492 -0.27598 -35.01037 -0.112 0.143 -0.763

43
Properties=species:S:1:pos:R:3:forces:R:3 method="wB97M-V/def2-TZVPD" charge=0 spin_multiplicity=5 lumo_energy_ev="-0.099 / -2.373" homo_ev="-5.62 / -8.34" s_squared=6.0887 orbital_gap_ev="5.522 / 5.968"
Fe -1.18333 -0.01924 0.96054 1.931 -0.770 -3.831
Cl 4.02235 -8.95006 1.64728 0.127 -0.099 0.064
O 5.51698 -2.37408 0.71923 -0.107 -0.827 -0.895
O 5.80462 -4.56476 0.64748 -0.293 -0.698 -0.265
O -2.26219 -1.86351 2.84487 -0.230 1.589 -1.832
O 0.54062 0.38468 3.21136 -2.048 0.841 -2.110
O -3.11984 2.07941 1.41304 0.807 -0.953 -1.034
C 3.17780 -5.04153 1.95020 0.291 0.570 -0.239
C 0.25953 -1.09219 -0.35535 -0.620 0.130 1.803
C 0.09616 -2.55483 -0.18077 0.433 -0.550 -0.112
C -2.13574 -1.07195 2.00247 -1.467 -4.261 3.820
C 2.28475 -5.01707 3.02934 -0.495 -0.306 -0.069
C 2.41017 -7.43456 3.23476 -0.013 -0.038 -0.831
C 6.79029 -2.36817 0.00088 0.166 0.717 0.240
C 7.24497 -0.93224 -0.05884 0.261 0.597 0.125
C 1.48089 -0.59343 0.16151 -0.621 0.901 -0.905
C 3.50580 -3.69941 1.20786 2.898 -1.602 3.868
C 1.85589 -6.20811 3.62586 0.613 -0.291 -0.007
C 2.66590 -3.12357 0.21699 -4.641 4.602 -4.846
C 3.37067 -7.45222 2.20821 -0.487 1.321 0.821
C 1.11299 -3.40560 0.08747 1.377 -0.952 0.623
C -2.39317 1.32528 0.93962 -2.670 3.355 0.861
C -0.21775 0.51835 2.33704 3.877 -0.295 3.916
C 5.05327 -3.65083 0.81273 -1.057 1.068 0.770
C 3.80749 -6.24563 1.63377 -0.476 -0.876 -0.133
C 2.63443 -1.42760 0.42247 2.168 -2.011 0.817
H 2.97129 -1.30912 1.47209 -0.148 0.053 -0.184
H -0.15611 -0.60784 -1.22693 -0.301 -0.103 -0.414
H 2.06927 -8.38641 3.64630 0.081 0.375 0.011
H -0.93523 -2.93309 -0.21084 0.586 -0.185 -0.393
H 3.36893 -2.92772 1.97786 0.767 -0.559 0.557
H 1.89780 -4.07525 3.42322 -0.008 -0.168 -0.376
H 3.44817 -0.96479 -0.12286 0.588 -0.139 -0.269
H 8.09644 -0.83135 -0.75234 -0.234 -0.081 0.338
H 1.10997 -6.20825 4.42339 0.282 0.149 -0.225
H 1.03719 -4.49255 0.10292 -1.096 0.113 0.232
H 7.55715 -0.59288 0.94248 -0.069 -0.039 -0.402
H 4.64951 -6.27898 0.95767 -0.364 0.016 -0.225
H 2.97079 -3.38485 -0.83320 0.198 0.475 0.766
H 7.50520 -2.97909 0.55624 -0.106 0.040 -0.202
H 1.60453 0.49818 0.28667 0.231 -0.659 -0.323
H 6.68252 -2.77374 -1.01531 -0.285 -0.098 0.420
H 6.45742 -0.24862 -0.41181 0.153 -0.352 0.071

What did the first record say?
45
Properties=species:S:1:pos:R:3:forces:R:3 method="wB97M-V/def2-TZVPD" charge=0 lumo_energy_ev=-0.525 smiles="O=C(O)C(=O)[C@@H]1Cc2ccccc2CN1S(=O)(=O)c1ccc(-n2nccn2)cc1" homo_ev=-9.21 relative_energy_kj_mol=167.0 orbital_gap_ev=8.687
S 0.59472 -0.59025 -1.75974 1.978 -4.744 1.243
O 1.64116 -1.65879 -1.57058 -1.405 2.997 0.753
O -0.34667 -4.32099 -4.46521 -1.370 0.787 2.481
O -2.12995 -2.65606 -3.15474 0.203 -0.171 1.514
O 0.20673 -0.57733 -3.12758 -1.281 1.259 -0.417
O 0.29115 -4.83425 -2.33017 -1.086 0.313 -0.610
N -0.73708 -1.14429 -0.70718 0.427 -0.133 -1.796
N 2.40014 4.88747 0.14880 -1.105 0.559 -0.824
N 1.96600 6.18066 -0.40710 1.212 -4.262 0.123
N 3.04761 4.95300 1.32785 0.007 2.159 -1.220
C -2.48447 -2.89516 -0.26066 1.801 -1.865 3.374
C 0.90514 3.49230 -1.31475 1.831 0.585 1.964
C -0.44770 -4.17839 -3.03919 3.950 -2.710 -1.028
C -2.84887 -3.39324 2.26474 -0.354 0.109 0.134
C -2.83240 -3.07333 3.61211 1.669 0.898 0.039
C -1.47347 -1.08875 3.03170 0.037 -1.278 -0.540
C -1.47656 -1.40951 1.64252 -1.003 -0.817 1.870
C 2.76942 2.47453 -0.11871 0.882 0.882 0.535
C 0.43929 2.25225 -1.63957 0.984 -1.938 0.436
C 2.33812 1.21930 -0.47770 -2.230 -1.071 -1.364
C 2.08186 3.62297 -0.44845 -2.570 0.173 -1.097
C -1.30756 -3.14796 -2.40480 -1.058 2.692 -1.534
C -2.26093 -2.54376 1.31733 -0.539 -0.261 -2.792
C -1.13345 -2.66444 -0.88864 1.143 0.630 -0.860
C -2.09933 -1.93898 3.99295 0.311 1.261 -1.014
C 3.20201 6.26567 1.53878 -0.001 -0.218 -1.196
C 2.57142 6.97025 0.37822 0.693 2.244 3.654
C 1.13673 1.06696 -1.20713 0.043 1.155 0.064
C -0.59352 -0.63978 0.68165 -0.989 -0.813 -0.747
H -1.97142 -1.65714 5.03244 -0.192 -0.149 -0.015
H -3.18553 -3.73205 4.38553 -0.354 -0.171 -0.027
H 0.40527 -0.53202 1.08158 0.710 -0.883 0.020
H 3.67602 2.61894 0.44411 0.146 -0.269 0.239
H 0.11362 -5.15543 -4.68583 -0.066 0.528 0.754
H 2.81557 0.28645 -0.26462 0.741 -0.135 0.416
H -0.85683 0.37862 0.55346 -0.889 1.186 0.470
H 3.80282 6.67410 2.39661 -0.990 -0.570 -1.110
H -3.17375 -2.29178 -0.74818 -1.569 1.152 -0.583
H -2.79040 -4.00794 -0.36293 0.543 1.795 0.167
H 2.41670 8.07938 0.33178 0.321 -1.295 -0.215
H -3.32837 -4.34489 1.99659 0.141 0.640 -0.358
H -0.44820 2.12555 -2.21184 -0.576 0.058 -0.440
H -0.39225 -3.22211 -0.32266 0.233 -0.381 -0.559
H 0.36241 4.38219 -1.56157 -0.159 0.256 -0.232
H -0.86515 -0.23199 3.32076 -0.223 -0.184 0.327